This record from OMol25 describes a molecular structure, C35H49F4N3NiSSi2Te. The level of theory is wB97M-V/def2-TZVPD.

Calculated values
**Lowest unoccupied orbital energy (alpha / beta)**: -0.025 / -0.035 eV
**Relative energy (zero: lowest compared OMol25 entry of this formula, charge and spin)**: 8.89 kJ/mol
**HOMO-LUMO gap (alpha / beta)**: 7.216 / 7.389 eV
**Calculated total energy**: -127359.6399 eV
**Spin multiplicity**: 3

Cartesian coordinates (Å):
F1 0.490 0.729 5.374
Si1 -0.203 -3.759 -4.684
H1 -2.365 1.813 0.111
H2 0.546 -5.791 -5.879
H3 -3.541 -0.769 -4.417
H4 -1.728 -2.880 1.778
H5 -0.853 -2.460 -6.686
C1 3.027 -0.776 -1.291
C2 3.496 -0.631 -2.593
C3 5.334 -2.048 -2.075
H6 7.612 -2.362 -0.481
C4 4.967 -3.233 1.564
C5 5.672 -3.086 0.215
H7 1.790 -2.218 2.042
H8 1.305 -1.099 4.045
H9 0.411 -3.063 2.762
C6 -1.763 -3.270 -3.769
F2 0.804 3.149 6.342
H10 4.875 -4.941 -0.599
H11 0.367 -1.599 -5.747
C7 4.667 -1.269 -2.995
C8 -4.522 -0.428 -0.532
C9 -1.723 1.920 -0.758
C10 0.794 1.716 4.499
H12 -0.155 -2.845 -0.844
H13 -2.037 -3.997 -3.004
H14 3.973 -3.671 1.450
H15 -5.828 -3.190 -1.633
H16 -1.561 3.770 -3.604
C11 1.384 3.844 2.877
C12 -1.445 -1.951 1.265
H17 -6.241 0.819 -3.046
C13 0.568 -0.960 3.248
C14 0.211 1.374 -2.010
S1 2.433 0.410 -3.484
H18 -3.455 -0.353 -0.314
C15 5.845 -4.486 -0.390
C16 1.240 4.085 4.232
N1 1.849 -0.090 -1.036
C17 -0.121 2.305 -2.992
C18 -3.379 -0.519 -3.366
H19 0.096 -3.963 0.514
H20 -2.980 3.441 -1.603
H21 6.953 -1.459 0.885
C19 3.726 -1.551 -0.366
H22 -4.959 0.563 -0.392
C20 -4.985 -2.899 -2.264
H23 -7.212 -0.448 -2.294
H24 6.413 -4.460 -1.320
H25 -1.956 -1.900 0.305
C21 -0.354 -5.508 -5.328
H26 -2.607 -3.175 -4.456
H27 6.381 -5.130 0.310
Si2 -4.805 -1.042 -2.277
C22 1.441 0.582 -2.079
F3 1.681 4.852 2.042
H28 1.199 -4.485 -2.761
C23 7.052 -2.455 0.450
H29 -0.417 -0.973 3.728
C24 0.918 1.446 3.127
C25 -2.080 2.849 -1.729
H30 -1.752 -1.100 1.871
C26 -0.574 1.132 -0.868
H31 -4.975 -1.100 0.201
H32 -3.246 0.565 -3.312
H33 2.196 -3.766 -4.029
H34 7.636 -3.073 1.136
H35 1.270 -2.727 -2.952
H36 -0.483 -6.221 -4.511
C27 0.067 -2.584 -6.108
C28 4.878 -2.208 -0.750
H37 5.047 -1.158 -4.002
C29 1.246 -3.676 -3.497
H38 -6.617 -0.656 -3.943
H39 6.246 -2.541 -2.385
C30 -1.283 3.042 -2.854
H40 1.442 -2.967 -0.087
H41 5.550 -3.895 2.207
N2 0.798 0.251 2.485
H42 -1.205 -5.612 -6.004
H43 0.526 2.461 -3.849
H44 3.346 -1.603 0.644
C31 0.369 -2.983 0.099
Ni1 0.527 0.170 0.547
H45 -5.160 -3.302 -3.264
C32 0.950 2.990 5.016
H46 -4.087 -3.376 -1.863
C33 -6.363 -0.263 -2.956
H47 4.869 -2.276 2.079
H48 1.347 5.073 4.652
C34 0.731 -2.122 2.292
N3 0.003 -1.911 1.029
H49 0.841 -2.952 -6.785
F4 1.435 2.402 1.026
C35 1.239 2.582 2.361
Te1 -1.471 -1.344 -2.853

These are the Mulliken partial charges, in e, on atoms 1 to 5:
1 F -0.34
2 Si 0.10
3 H 0.56
4 H 0.30
5 H 0.64